20
Properties=species:S:1:pos:R:3:forces:R:3 method="wB97M-V/def2-TZVPD" e_homo_ev=-8.49 orbital_gap_ha=0.342 smiles=OC[C@@H](O)Cc1ccco1 relative_energy_ev=2.107
C -0.441412 0.488801 -0.699781 -0.138 0.160 -0.068
C -0.443390 0.736882 0.799916 -1.695 -0.590 2.149
C -1.644336 1.479679 1.312840 0.018 3.210 1.453
O -0.811722 -0.424980 1.516431 1.242 -2.367 2.816
C 0.634549 -0.442457 -1.139637 -0.014 -0.604 -0.247
C 0.625295 -1.701605 -1.663120 -0.137 0.339 -0.128
C 2.000035 -2.063408 -1.875166 0.191 0.101 0.129
C 2.735409 -1.008419 -1.432209 -0.015 -0.453 -0.225
O 1.916314 -0.014563 -1.010512 0.082 0.256 0.365
H -1.407402 0.067187 -1.009753 0.219 0.067 0.158
H -0.326975 1.460653 -1.204834 0.004 -0.198 0.067
H 0.501133 1.172175 1.162150 -0.150 -0.066 -0.221
H -1.546567 2.558396 1.120297 -0.325 -0.026 0.400
H -2.590703 1.135650 0.869570 0.418 -0.297 0.623
H -0.261233 -2.282331 -1.905494 0.310 0.161 0.150
H 2.388170 -2.984989 -2.300883 -0.136 0.282 0.213
H 3.801706 -0.835797 -1.320994 -0.379 0.012 -0.149
O -1.614053 1.361808 2.960331 0.011 0.450 -3.378
H -0.991256 -0.162964 2.568548 0.677 -0.471 -4.020
H -2.523562 1.460281 3.252298 -0.182 0.036 -0.086



20
Properties=species:S:1:pos:R:3:forces:R:3 method="wB97M-V/def2-TZVPD" e_homo_ev=-9.97 orbital_gap_ha=0.384 smiles="C[C@H](C#C[C@@H](O)CO)C=O" relative_energy_ev=2.643
C -0.430785 2.134728 7.830480 -0.040 -0.018 0.141
C -0.461378 2.346153 6.304543 -0.252 0.199 -0.003
C 0.965732 2.482977 5.796363 0.331 0.369 -0.221
O 1.435273 3.515397 5.388471 -0.251 -0.524 0.230
C -1.121256 1.231940 5.615273 -0.388 -0.866 -0.433
C -1.623312 0.282428 5.055338 0.134 0.614 0.388
C -2.166919 -0.870310 4.321688 0.196 -1.862 0.458
C -2.468023 -0.547263 2.859592 -1.172 1.249 1.726
O -3.061290 -1.600055 2.177029 0.021 -2.259 0.635
H 0.130604 1.225964 8.087986 -0.152 0.227 -0.065
H -1.455433 2.030413 8.208571 0.286 -0.004 -0.078
H 0.039719 2.996512 8.321312 -0.106 -0.216 -0.128
H -0.984257 3.285721 6.072990 0.174 -0.222 0.038
H 1.577190 1.553338 5.849143 -0.131 0.136 -0.005
H -1.395548 -1.661343 4.318089 -0.033 0.173 0.195
H -3.227175 0.278420 3.081315 0.867 -0.561 -1.454
H -1.541387 -0.246799 2.353401 -0.368 0.445 0.198
O -3.384735 -1.490420 4.888326 0.995 1.025 -0.643
H -2.979902 -2.456982 2.712363 -0.285 1.966 -1.028
H -3.151914 -1.970156 5.688418 0.172 0.129 0.048